Entry from the OMol25 dataset: a molecular structure, CCl3F3Si (ωB97M-V/def2-TZVPD).

CARTESIAN COORDINATES (ANGSTROEM)
F: -0.162 -1.757 -0.603
Cl: 0.133 1.311 -1.269
Cl: -2.733 0.649 1.821
Si: 0.767 -0.608 -1.201
C: -1.086 0.524 1.788
F: 2.270 -0.835 -0.564
Cl: -0.365 1.667 2.759
F: 1.175 -0.951 -2.730

Computed properties:
- Charge: 0
- Frontier orbital gap: 8.58 eV
- F_max: 3.3 eV/Å
- E_LUMO: -1.17 eV